[1]
This record from the OMol25 dataset describes a 2-piece molecular cluster, C14H16O overall in a non-equilibrium geometry. The level of theory is ωB97M-V with the def2-TZVPD basis set.

Geometry as ORCA input:
```
! wB97M-V def2-TZVPD RIJCOSX def2/J DEFGRID3
* xyz 0 1
O -3.07 -0.12 0.94
C 0.80 0.06 2.81
C -0.62 -0.75 -1.70
C -2.57 0.31 -2.67
C 2.61 0.19 1.30
C 1.62 -0.61 1.89
C 0.74 1.44 2.89
C -0.46 -0.02 -4.05
C -1.13 -0.62 -0.40
C 2.59 1.59 1.37
C 1.87 -2.10 1.93
C -2.39 -0.10 -0.27
C 1.65 2.20 2.15
C -1.28 -0.19 -2.79
C -3.07 0.43 -1.38
H 1.57 3.28 2.25
H 0.54 -0.47 -4.07
H 0.41 -1.05 -1.86
H 2.38 -2.55 2.78
H -3.13 0.75 -3.48
H -0.08 1.88 3.44
H 3.42 -0.23 0.71
H 0.96 -2.62 1.68
H 3.34 2.14 0.86
H -1.02 -0.30 -4.94
H -3.77 -0.78 0.93
H -0.08 1.00 -4.07
H -0.58 -1.04 0.43
H 2.71 -2.25 1.18
H 0.01 -0.46 3.31
H -3.98 0.98 -1.20
*
```

The calculation puts the relative energy (zero: lowest compared OMol25 entry of this formula, charge and spin) at 1.274 eV. The SMILES is Cc1ccc(O)cc1.Cc1ccccc1. For the orbital gap, the calculation gives 0.348 Eh. For the LUMO energy, the calculation gives 0.850 eV.


[2]
This record from the OMol25 dataset describes a 2-piece molecular cluster, C14H16O overall in a non-equilibrium geometry. The level of theory is ωB97M-V with the def2-TZVPD basis set.

Geometry as ORCA input:
```
! wB97M-V def2-TZVPD RIJCOSX def2/J DEFGRID3
* xyz 0 1
O -2.18 -3.10 1.21
C 3.57 3.27 1.38
C -1.55 -2.56 0.16
C 1.11 3.60 0.99
C -0.22 3.18 1.05
C -0.70 -1.48 0.00
C 2.13 2.68 1.33
C -0.63 -1.64 -2.41
C 0.08 -1.25 -3.65
C -2.14 -3.14 -1.08
C -0.58 1.89 1.54
C -0.07 -1.27 -1.19
C 1.81 1.38 1.52
C 0.45 1.02 1.69
C -1.59 -2.66 -2.26
H 0.18 -0.17 -3.90
H 2.45 0.56 1.63
H -2.07 -2.70 2.10
H -2.88 -3.90 -1.15
H -1.11 3.85 0.80
H -0.40 -1.49 -4.54
H -1.98 -3.01 -3.21
H 3.51 4.23 1.55
H 1.35 4.62 0.57
H 3.92 3.02 0.30
H 0.72 -0.44 -1.33
H -0.41 -0.88 0.97
H 0.48 -0.12 1.98
H 1.10 -1.65 -3.77
H -1.62 1.84 1.57
H 4.19 2.77 2.24
*
```

The calculation puts the relative energy (zero: lowest compared OMol25 entry of this formula, charge and spin) at 3.330 eV. The SMILES is Cc1ccc(O)cc1.Cc1ccccc1. For the orbital gap, the calculation gives 0.320 Eh. For the LUMO energy, the calculation gives 0.663 eV.


[3]
This record from the OMol25 dataset describes a 2-piece molecular cluster, C14H16O overall in a non-equilibrium geometry. The level of theory is ωB97M-V with the def2-TZVPD basis set.

Geometry as ORCA input:
```
! wB97M-V def2-TZVPD RIJCOSX def2/J DEFGRID3
* xyz 0 1
O 1.57 -1.24 -2.58
C 2.24 -1.83 3.86
C -1.33 -1.02 1.56
C -0.59 -0.30 -2.97
C 1.11 -0.88 1.82
C -0.28 -1.82 3.58
C -0.08 -0.65 1.13
C 0.99 -1.49 3.07
C 1.22 0.96 -1.94
C 0.70 -0.17 -2.50
C -0.91 2.04 -2.49
C -1.74 3.30 -2.56
C -1.38 0.83 -2.99
C -1.43 -1.53 2.86
C 0.35 2.06 -1.90
H -2.22 -0.78 1.00
H 2.20 1.13 -1.54
H -0.43 -1.93 4.64
H 2.08 -0.53 1.48
H -2.76 2.96 -2.74
H -2.36 0.87 -3.46
H -2.39 -1.65 3.35
H -0.97 -1.21 -3.41
H 2.14 -1.34 4.84
H 0.65 2.98 -1.40
H -1.63 4.01 -1.75
H 3.18 -1.54 3.41
H -1.43 3.83 -3.47
H -0.01 -0.21 0.13
H 2.24 -2.89 4.09
H 1.28 -1.94 -3.14
*
```

The calculation puts the relative energy (zero: lowest compared OMol25 entry of this formula, charge and spin) at 0.681 eV. The SMILES is Cc1ccc(O)cc1.Cc1ccccc1. For the orbital gap, the calculation gives 0.342 Eh. For the LUMO energy, the calculation gives 0.871 eV.